(1)
Formula: C2H6OSe2
Source: the OMol25 dataset
Level of theory: ωB97M-V with the def2-TZVPD basis set

For the frontier orbital gap (spin up / spin down), the calculation gives 9.75 / 4.50 eV. The value obtained for the relative energy (zero: lowest compared OMol25 entry of this formula, charge and spin) is 2.595 eV. The LUMO energy (spin up / spin down) is 0.42 / -2.75 eV. Its HOMO energy (spin up / spin down) is -9.33 / -7.25 eV.

Each line ends with the Löwdin charge.
Element x y z (Å)
C: 1.777 -1.650 0.652  -0.07
C: 0.341 -0.003 -0.334  -0.55
O: 0.638 -0.988 0.696  -0.24
Se: -3.366 0.129 -0.568  0.46
Se: -0.216 1.753 0.377  0.79
H: 2.308 -1.809 -0.243  0.04
H: 2.135 -1.828 1.670  0.07
H: -0.559 -0.486 -0.837  0.03
H: 1.187 0.170 -1.060  0.08
H: -2.401 -0.945 -0.808  -0.28
H: -1.566 1.240 0.046  -0.33

=====

(2)
Formula: C2H6OSi2
Source: the OMol25 dataset
Level of theory: ωB97M-V with the def2-TZVPD basis set

For the frontier orbital gap, the calculation gives 9.77 eV. The value obtained for the relative energy (zero: lowest compared OMol25 entry of this formula, charge and spin) is 1.266 eV. As for the SMILES: C=C([SiH3])[SiH]=O. The LUMO energy is -0.28 eV. Its HOMO energy is -10.04 eV.

Each line ends with the Löwdin charge.
Element x y z (Å)
C: -1.662 -0.873 0.376  -0.14
C: -0.880 0.105 -0.010  -0.57
Si: 0.836 -0.167 -0.901  0.62
Si: -1.413 1.995 0.321  0.62
O: -0.873 3.101 1.191  -0.39
H: -1.579 -1.987 0.377  0.07
H: -2.633 -0.470 0.929  0.08
H: 1.322 1.182 -1.352  -0.07
H: 1.597 -0.994 -0.025  -0.09
H: 0.719 -0.912 -2.147  -0.10
H: -2.742 2.096 -0.373  -0.03

=====

(3)
Formula: C2H6P2
Source: the OMol25 dataset
Level of theory: ωB97M-V with the def2-TZVPD basis set

For the frontier orbital gap, the calculation gives 9.66 eV. The value obtained for the relative energy (zero: lowest compared OMol25 entry of this formula, charge and spin) is 0.643 eV. As for the SMILES: P[C@H]1CP1. The LUMO energy is 1.08 eV. Its HOMO energy is -8.58 eV.

Each line ends with the Löwdin charge.
Element x y z (Å)
P: 1.845 0.408 0.101  0.73
C: 0.165 -0.163 -0.568  -0.81
C: -0.750 -0.916 0.439  -0.41
P: -1.285 0.911 0.079  0.79
H: 1.508 0.833 1.336  -0.16
H: 2.138 1.616 -0.604  -0.12
H: 0.303 -0.473 -1.558  0.02
H: -1.362 -1.660 0.205  -0.01
H: -0.301 -0.955 1.499  0.07
H: -2.260 0.398 -0.928  -0.09

=====

(4)
Formula: C2H6S2
Source: the OMol25 dataset
Level of theory: ωB97M-V with the def2-TZVPD basis set

For the frontier orbital gap (spin up / spin down), the calculation gives 4.56 / 6.53 eV. The value obtained for the relative energy (zero: lowest compared OMol25 entry of this formula, charge and spin) is 0.560 eV. As for the expectation value of S²: 0.754. As for the spin multiplicity: 2. The LUMO energy (spin up / spin down) is 4.22 / 3.89 eV. Its HOMO energy (spin up / spin down) is -0.34 / -2.65 eV. As for the net charge: -1.

Each line ends with the Löwdin charge.
Element x y z (Å)
C: 0.531 1.352 2.034  -0.23
C: 0.522 1.207 0.511  -0.76
S: 0.773 -0.422 -0.177  0.17
S: -1.242 -0.861 -1.137  -0.08
H: 1.176 2.088 2.509  0.04
H: 0.736 0.490 2.673  0.04
H: -0.457 1.527 2.557  0.06
H: 1.349 1.850 0.134  0.04
H: -0.342 1.820 0.185  0.06
H: -1.041 -2.093 -1.646  -0.32

=====

(5)
Formula: C2H6S2
Source: the OMol25 dataset
Level of theory: ωB97M-V with the def2-TZVPD basis set

For the frontier orbital gap, the calculation gives 9.83 eV. The value obtained for the relative energy (zero: lowest compared OMol25 entry of this formula, charge and spin) is 1.086 eV. As for the SMILES: C=C.SS. The LUMO energy is 0.37 eV. Its HOMO energy is -9.46 eV.

Each line ends with the Löwdin charge.
Element x y z (Å)
C: 0.361 -0.193 -1.765  -0.08
C: 0.458 1.104 -1.544  -0.09
H: 1.147 -0.753 -2.261  0.05
H: -0.465 -0.802 -1.418  0.04
H: 1.292 1.710 -1.875  0.05
H: -0.331 1.624 -1.010  0.05
S: -0.340 0.400 2.613  0.22
S: -1.554 -1.261 2.420  0.21
H: 0.370 0.184 1.494  -0.23
H: -0.937 -2.013 3.345  -0.21

=====

(6)
Formula: C2H6S2
Source: the OMol25 dataset
Level of theory: ωB97M-V with the def2-TZVPD basis set

For the frontier orbital gap (spin up / spin down), the calculation gives 10.30 / 8.69 eV. The value obtained for the relative energy (zero: lowest compared OMol25 entry of this formula, charge and spin) is 0.068 eV. As for the expectation value of S²: 0.755. As for the spin multiplicity: 2. The LUMO energy (spin up / spin down) is -4.25 / -7.60 eV. Its HOMO energy (spin up / spin down) is -14.56 / -16.29 eV. As for the net charge: +1.

Each line ends with the Löwdin charge.
Element x y z (Å)
C: -0.411 1.462 -0.550  -0.38
S: 0.728 1.462 0.826  0.69
S: 0.995 -0.410 1.482  0.70
C: 0.271 -1.566 0.322  -0.36
H: -1.416 1.279 -0.166  0.07
H: -0.410 2.505 -0.884  0.07
H: -0.159 0.779 -1.349  0.05
H: 1.062 -2.202 -0.082  0.07
H: -0.392 -2.192 0.912  0.06
H: -0.269 -1.117 -0.512  0.04

=====

(7)
Formula: C2H6SSi
Source: the OMol25 dataset
Level of theory: ωB97M-V with the def2-TZVPD basis set

For the frontier orbital gap, the calculation gives 10.18 eV. The value obtained for the relative energy (zero: lowest compared OMol25 entry of this formula, charge and spin) is 3.578 eV. As for the SMILES: [SiH3]S.C#C. The LUMO energy is 0.65 eV. Its HOMO energy is -9.52 eV.

Each line ends with the Löwdin charge.
Element x y z (Å)
Si: 2.254 -1.042 -0.545  0.30
S: 1.429 0.795 0.218  0.28
H: 2.570 -1.785 0.703  -0.10
H: 1.531 -1.818 -1.416  -0.13
H: 3.434 -0.658 -1.100  -0.15
H: 1.604 0.952 1.557  -0.20
C: -2.763 1.327 0.000  -0.01
C: -3.537 0.386 0.200  -0.01
H: -2.391 2.300 -0.154  0.00
H: -4.131 -0.457 0.538  0.02

=====

(8)
Formula: C2H6Se
Source: the OMol25 dataset
Level of theory: ωB97M-V with the def2-TZVPD basis set

For the frontier orbital gap, the calculation gives 9.07 eV. The value obtained for the relative energy (zero: lowest compared OMol25 entry of this formula, charge and spin) is 0.483 eV. As for the SMILES: C[Se]C. The LUMO energy is 0.96 eV. Its HOMO energy is -8.10 eV.

Each line ends with the Löwdin charge.
Element x y z (Å)
C: 0.001 1.452 0.048  -0.48
Se: 1.258 0.003 0.136  0.78
C: 0.037 -1.560 -0.014  -0.36
H: -0.525 1.502 0.955  -0.02
H: 0.391 2.429 -0.272  0.02
H: -0.669 1.121 -0.861  0.06
H: 0.551 -2.381 0.322  -0.02
H: -0.847 -1.118 0.662  0.08
H: -0.197 -1.449 -0.976  -0.06

=====

(9)
Formula: C2H6Se
Source: the OMol25 dataset
Level of theory: ωB97M-V with the def2-TZVPD basis set

For the frontier orbital gap (spin up / spin down), the calculation gives 7.99 / 7.99 eV. The value obtained for the relative energy (zero: lowest compared OMol25 entry of this formula, charge and spin) is 1.618 eV. The LUMO energy (spin up / spin down) is -0.45 / -0.45 eV. Its HOMO energy (spin up / spin down) is -8.44 / -8.44 eV.

Each line ends with the Löwdin charge.
Element x y z (Å)
C: 1.028 -0.432 0.105  -0.20
C: -0.073 -1.313 -0.365  -0.70
Se: -1.783 -0.829 -0.447  0.66
H: 1.240 0.000 -0.810  0.04
H: 0.825 0.340 0.841  0.07
H: 1.965 -1.023 0.531  0.12
H: -1.958 2.455 0.372  -0.01
H: 0.259 -2.297 -0.589  0.02
H: -1.502 3.098 0.362  0.02

=====

(10)
Formula: C2H6Si2
Source: the OMol25 dataset
Level of theory: ωB97M-V with the def2-TZVPD basis set

For the frontier orbital gap (spin up / spin down), the calculation gives 7.95 / 8.25 eV. The value obtained for the relative energy (zero: lowest compared OMol25 entry of this formula, charge and spin) is 3.026 eV. The LUMO energy (spin up / spin down) is -1.22 / -0.99 eV. Its HOMO energy (spin up / spin down) is -9.17 / -9.24 eV.

Each line ends with the Löwdin charge.
Element x y z (Å)
C: 0.070 1.575 0.020  -0.25
C: -0.067 -1.338 0.073  -0.31
Si: -1.306 0.222 -0.110  0.48
Si: 1.250 -0.093 -0.170  0.45
H: 0.225 1.950 0.961  -0.09
H: 0.048 -1.931 0.904  -0.06
H: -2.606 -0.077 0.398  -0.10
H: -1.476 -0.094 -1.665  -0.02
H: 1.827 -0.217 -1.500  -0.06
H: 2.035 0.003 1.089  -0.04

=====

(11)
Formula: C2H6Si2
Source: the OMol25 dataset
Level of theory: ωB97M-V with the def2-TZVPD basis set

For the frontier orbital gap (spin up / spin down), the calculation gives 8.17 / 8.18 eV. The value obtained for the relative energy (zero: lowest compared OMol25 entry of this formula, charge and spin) is 1.719 eV. The LUMO energy (spin up / spin down) is -0.35 / -0.35 eV. Its HOMO energy (spin up / spin down) is -8.53 / -8.53 eV.

Each line ends with the Löwdin charge.
Element x y z (Å)
C: 0.011 -1.278 -0.081  -0.30
C: -0.117 1.088 -0.172  -0.37
Si: -1.510 -0.052 0.246  0.46
Si: 1.453 -0.034 0.263  0.52
H: 0.298 -1.674 -1.083  -0.03
H: -0.039 1.815 -1.103  0.03
H: -2.856 0.243 -0.463  -0.05
H: -1.682 -0.266 1.626  -0.08
H: 1.952 0.058 1.535  -0.11
H: 2.489 0.098 -0.768  -0.07

=====

(12)
Formula: C2H7BO2Tl
Source: the OMol25 dataset
Level of theory: ωB97M-V with the def2-TZVPD basis set

For the frontier orbital gap, the calculation gives 3.81 eV. The value obtained for the relative energy (zero: lowest compared OMol25 entry of this formula, charge and spin) is 1.976 eV. The LUMO energy is -10.48 eV. Its HOMO energy is -14.29 eV. As for the net charge: +1.

Each line ends with the Löwdin charge.
Element x y z (Å)
Tl: -13.427 -8.980 -18.380  1.24
B: -14.293 -10.581 -20.572  -0.28
H: -14.852 -10.772 -19.462  0.04
H: -14.871 -11.448 -21.187  0.09
H: -14.564 -9.428 -20.776  -0.02
H: -13.097 -10.705 -20.557  -0.01
C: -16.044 -11.412 -15.029  0.05
C: -15.184 -10.617 -15.920  -0.63
O: -15.546 -10.320 -17.114  0.07
O: -14.083 -10.129 -15.642  0.11
H: -16.658 -10.698 -14.471  0.12
H: -15.462 -11.961 -14.288  0.11
H: -16.704 -12.101 -15.554  0.11